Entry 1:
{"formula": "H30O15", "method": "the ωB97M-V functional and the def2-TZVPD basis", "symbols": ["O", "H", "H", "O", "H", "H", "O", "H", "H", "O", "H", "H", "O", "H", "H", "O", "H", "H", "O", "H", "H", "O", "H", "H", "O", "H", "H", "O", "H", "H", "O", "H", "H", "O", "H", "H", "O", "H", "H", "O", "H", "H", "O", "H", "H"], "positions_angstrom": [[-0.792, 3.548, 0.111], [-1.370, 2.925, -0.316], [0.065, 3.195, -0.195], [-0.097, -3.951, -0.742], [-0.132, -3.350, -1.464], [0.366, -3.374, -0.114], [1.704, 2.532, -0.512], [2.206, 2.984, 0.184], [2.077, 1.661, -0.478], [-0.231, -0.152, -0.201], [0.610, -0.531, -0.464], [-0.173, 0.475, 0.565], [-0.042, 1.150, -2.791], [0.164, 1.340, -1.878], [0.021, 2.039, -3.135], [-0.726, -0.200, 3.921], [-0.226, 0.203, 4.601], [-0.492, 0.457, 3.234], [2.381, -0.261, -0.929], [2.663, -0.398, -1.826], [3.187, -0.543, -0.476], [-1.366, -2.188, 1.471], [-0.674, -1.670, 1.075], [-0.905, -2.628, 2.196], [-3.359, -0.154, 1.403], [-2.639, -0.737, 1.666], [-4.031, -0.374, 2.052], [1.540, -2.332, 0.812], [2.205, -3.033, 0.684], [1.518, -2.212, 1.773], [0.533, 1.249, 1.866], [0.754, 2.098, 1.492], [1.340, 0.829, 2.205], [-2.166, 2.075, 2.461], [-2.538, 1.356, 2.070], [-1.276, 2.213, 2.078], [-2.351, 1.583, -0.975], [-1.742, 0.827, -0.918], [-3.053, 1.522, -0.330], [0.417, -2.034, -2.962], [-0.418, -1.680, -2.614], [0.011, -2.568, -3.639], [2.524, -0.322, -3.498], [1.739, -0.695, -3.178], [2.785, -0.881, -4.273]], "forces_ev_per_a": [[1.64, 0.30, 0.52], [-1.34, -0.65, -0.46], [-0.31, 0.59, 0.01], [0.38, -0.45, 0.95], [-0.11, 0.44, -1.34], [-0.38, -0.44, 0.25], [0.37, 1.12, 0.76], [-0.08, 0.37, -0.46], [0.29, -1.52, -0.55], [-1.58, 0.21, 0.18], [0.69, 0.32, 0.36], [0.70, -0.95, -0.87], [0.12, 0.01, -0.10], [-0.01, -0.43, 0.70], [-0.11, 0.30, -0.71], [0.23, -0.03, -1.49], [0.56, 0.27, 1.88], [-0.94, -0.47, -0.09], [0.77, 0.21, 1.57], [0.24, 0.24, -1.60], [-0.38, -0.06, 0.45], [-0.28, -0.47, 0.86], [0.32, 0.66, -0.88], [-0.44, -0.03, 0.09], [-0.31, 0.14, 0.05], [0.50, -0.59, -0.21], [-0.32, 0.13, 0.02], [0.84, -0.35, 0.66], [-0.30, 0.32, -0.04], [-0.09, -0.05, -0.16], [0.47, -0.55, 0.92], [0.19, 0.65, -0.30], [-0.23, 0.32, -0.26], [2.60, 3.89, 1.93], [-1.74, -3.45, -1.94], [-1.28, 0.07, 0.14], [0.35, 0.45, -0.69], [-0.55, -0.08, 0.23], [-0.08, -0.59, 0.40], [-1.09, 0.06, 0.47], [0.39, 0.78, 0.42], [0.41, -0.67, -0.90], [2.83, 0.23, -2.03], [-2.54, -0.99, 0.10], [-0.36, 0.75, 1.17]], "gap_ev": 9.42, "spin_multiplicity": 1, "e_homo_ev": -10.1, "energy_ev": -31199.86628}

Entry 2:
{"formula": "C6H12O", "method": "the ωB97M-V functional and the def2-TZVPD basis", "symbols": ["C", "C", "C", "C", "C", "C", "O", "H", "H", "H", "H", "H", "H", "H", "H", "H", "H", "H", "H"], "positions_angstrom": [[-0.425, -0.878, -2.586], [-0.065, 0.054, -1.435], [0.755, -0.640, -0.341], [0.832, 0.259, 0.908], [-0.408, 0.184, 1.696], [-0.628, 1.332, 2.589], [0.206, -1.882, 0.030], [-1.002, -0.354, -3.355], [-1.019, -1.717, -2.215], [0.473, -1.293, -3.058], [-0.988, 0.448, -0.982], [0.500, 0.923, -1.803], [1.764, -0.845, -0.724], [1.233, 1.268, 0.707], [1.528, -0.213, 1.634], [0.249, 1.933, 2.877], [-1.257, 1.103, 3.455], [-1.251, 1.969, 1.931], [-0.495, -1.651, 0.670]], "forces_ev_per_a": [[0.01, -0.05, -0.06], [-0.04, 0.05, 0.04], [0.19, 0.19, -0.11], [-0.19, 0.00, -0.01], [0.23, 0.34, 0.06], [0.04, -0.11, 0.06], [-0.18, 0.00, 0.10], [0.09, -0.07, 0.11], [0.09, 0.11, -0.09], [-0.10, 0.07, 0.06], [0.11, -0.07, -0.04], [-0.07, -0.11, 0.07], [-0.13, 0.03, 0.04], [-0.09, -0.13, 0.04], [-0.08, 0.01, -0.02], [-0.07, -0.09, -0.09], [0.08, 0.04, -0.15], [0.03, -0.07, 0.02], [0.08, -0.13, -0.05]], "gap_ev": 8.73, "spin_multiplicity": 1, "e_homo_ev": -8.7, "energy_ev": -8460.78034}

Entry 3:
{"formula": "C3H2ClNS2", "method": "the ωB97M-V functional and the def2-TZVPD basis", "symbols": ["C", "C", "C", "N", "S", "S", "Cl", "H", "H"], "positions_angstrom": [[-0.438, 0.433, -0.178], [0.571, -0.677, -0.590], [-1.210, 0.335, 0.914], [1.824, -0.607, -0.366], [-0.396, 1.709, -1.241], [2.911, 0.315, -0.007], [-0.257, -2.084, -1.128], [-1.868, 1.062, 1.060], [-1.137, -0.486, 1.535]], "forces_ev_per_a": [[2.05, -1.32, -1.18], [-0.14, 0.88, 1.84], [2.14, -1.44, -1.56], [-5.71, -3.64, -2.21], [-0.30, 1.07, -0.44], [4.38, 3.54, 1.53], [0.33, -0.50, -0.26], [-2.77, 2.96, 0.97], [0.02, -1.54, 1.31]], "gap_ev": [8.84, 5.95], "spin_multiplicity": 3, "e_homo_ev": [-8.5, -8.4], "energy_ev": -38822.50979}

Entry 4:
{"formula": "C3H8N4S", "method": "the ωB97M-V functional and the def2-TZVPD basis", "symbols": ["C", "N", "S", "C", "N", "C", "N", "N", "H", "H", "H", "H", "H", "H", "H", "H"], "positions_angstrom": [[3.326, -0.543, 0.377], [2.135, -0.165, 0.202], [1.114, -0.963, -0.881], [-0.473, -0.373, -0.379], [-1.342, -1.296, -0.195], [-2.589, -0.918, 0.269], [-0.818, 0.963, -0.379], [0.086, 2.042, -0.312], [3.932, 0.099, 1.035], [3.832, -1.401, -0.060], [-3.199, -1.765, 0.539], [-3.131, -0.393, -0.536], [-2.598, -0.315, 1.214], [-1.698, 1.140, 0.024], [0.894, 1.771, 0.309], [0.528, 2.117, -1.226]], "forces_ev_per_a": [[0.51, 0.65, 0.47], [-0.43, 0.31, 0.02], [0.46, -0.24, -0.40], [-1.15, -0.15, -0.02], [2.75, -0.45, 0.24], [-2.32, 0.82, 0.46], [1.46, -0.53, -0.22], [1.46, -0.53, 0.51], [-0.20, -0.42, -0.16], [-0.21, -0.17, -0.27], [-0.10, -0.54, -0.15], [-0.26, 0.23, 0.35], [0.29, 0.05, -0.72], [-0.84, 0.48, 0.49], [-1.19, 0.34, -0.58], [-0.24, 0.14, -0.02]], "smiles": "C=NS/C(=N/C)NN", "gap_ev": 9.38, "spin_multiplicity": 1, "e_homo_ev": -8.6, "energy_ev": -20033.78614}

Entry 5:
{"formula": "C6H17NO", "method": "the ωB97M-V functional and the def2-TZVPD basis", "symbols": ["C", "C", "C", "C", "C", "C", "N", "H", "H", "H", "H", "H", "H", "H", "H", "H", "H", "H", "H", "H", "H", "H", "O", "H", "H"], "positions_angstrom": [[1.955, 1.570, -1.727], [0.751, 0.869, -2.332], [-0.536, 1.273, -1.596], [-0.618, 1.116, -0.082], [0.349, -0.039, 0.449], [-0.214, -1.290, -0.288], [0.012, -0.079, 1.854], [2.257, 0.954, -0.806], [2.876, 1.612, -2.335], [1.691, 2.616, -1.560], [0.648, 1.078, -3.400], [0.948, -0.151, -2.278], [-0.858, 2.316, -1.863], [-1.430, 0.786, -1.896], [-0.304, 2.012, 0.529], [-1.621, 0.801, 0.185], [1.433, 0.225, 0.407], [0.711, -1.786, -0.769], [-1.021, -1.276, -1.028], [-0.409, -2.075, 0.482], [-0.846, -0.574, 2.102], [0.705, -0.545, 2.344], [-1.519, -2.565, 2.961], [-1.573, -3.474, 2.774], [-1.267, -2.438, 3.904]], "forces_ev_per_a": [[1.05, -0.54, 0.64], [-0.42, 1.66, -0.26], [-0.66, 1.66, -0.01], [3.09, 0.44, 0.88], [-3.73, 1.05, -0.31], [3.65, -2.79, 0.36], [-0.87, 0.72, 0.47], [-0.27, 1.79, -1.27], [-0.54, -0.30, -0.18], [0.20, -0.08, 0.69], [-0.06, 0.23, 0.07], [-0.05, -1.96, 0.13], [0.85, -0.47, 0.19], [-0.45, -1.18, -1.17], [-0.64, -0.64, -0.84], [-0.11, 0.15, 0.32], [-1.21, -0.70, -0.32], [-1.44, 0.54, 0.03], [0.25, 0.63, 0.34], [-0.41, 0.69, -0.47], [0.19, 0.22, -0.65], [1.67, -1.06, 1.27], [0.30, 2.23, 1.25], [-0.04, -1.82, -0.06], [-0.32, -0.48, -1.10]], "smiles": "CCCC[C@H](C)N.O", "gap_ev": 9.16, "spin_multiplicity": 1, "e_homo_ev": -8.5, "energy_ev": -10033.84102}

Entry 6:
{"formula": "C2H3N2O2", "method": "the ωB97M-V functional and the def2-TZVPD basis", "symbols": ["O", "N", "N", "C", "C", "O", "H", "H", "H"], "positions_angstrom": [[0.083, -2.257, 0.758], [0.972, -0.939, 0.786], [0.072, -0.210, 1.392], [-0.610, 0.578, 0.586], [-0.061, 0.498, -0.837], [1.065, -0.434, -0.638], [-1.358, 1.238, 1.022], [-0.681, 0.193, -1.681], [0.517, 1.333, -1.389]], "forces_ev_per_a": [[2.21, 2.25, -0.19], [-1.04, -4.01, -1.40], [-2.64, 3.09, -0.54], [1.83, -0.65, 0.68], [2.67, -0.27, -0.80], [-1.29, 0.50, 0.49], [0.10, -0.18, -0.39], [-0.83, -0.64, 0.53], [-1.01, -0.10, 1.63]], "smiles": "[O-]N1N=CCO1", "gap_ev": 7.20, "charge": -1, "spin_multiplicity": 1, "e_homo_ev": -2.9, "energy_ev": -9192.68549}

Entry 7:
{"formula": "H9NSi3", "method": "the ωB97M-V functional and the def2-TZVPD basis", "symbols": ["N", "Si", "Si", "Si", "H", "H", "H", "H", "H", "H", "H", "H", "H"], "positions_angstrom": [[2.471, -0.042, -1.181], [1.518, -0.538, 0.127], [-0.361, 0.785, 0.278], [-2.448, -0.303, 0.603], [1.973, 0.514, -1.774], [3.408, -0.127, -1.385], [2.324, -0.062, 1.290], [1.192, -2.114, 0.239], [-0.839, 2.059, 0.985], [-0.282, 1.500, -1.323], [-3.073, 0.074, 1.912], [-3.438, 0.079, -0.454], [-2.445, -1.824, 0.683]], "forces_ev_per_a": [[-1.49, -1.11, 1.40], [1.02, -1.31, 1.74], [-1.73, 1.70, -2.68], [-0.45, -0.82, -0.01], [-1.11, 1.75, -2.32], [2.05, -0.32, -0.23], [-0.14, -0.65, 0.32], [0.22, 1.82, -0.15], [1.13, -0.62, 0.12], [-0.30, -1.23, 2.12], [0.32, 0.16, -0.24], [0.27, -0.03, 0.17], [0.21, 0.66, -0.22]], "smiles": "N[SiH2][SiH2][SiH3]", "gap_ev": 9.89, "spin_multiplicity": 1, "e_homo_ev": -9.7, "energy_ev": -25266.87047}

Entry 8:
{"formula": "C5H12O", "method": "the ωB97M-V functional and the def2-TZVPD basis", "symbols": ["C", "C", "C", "C", "C", "O", "H", "H", "H", "H", "H", "H", "H", "H", "H", "H", "H", "H"], "positions_angstrom": [[-0.961, 0.827, -0.976], [-0.610, -0.446, -0.198], [-1.794, -0.910, 0.643], [0.627, -0.269, 0.679], [1.824, 0.117, -0.140], [3.021, 0.231, 0.592], [-0.159, 1.140, -1.654], [-1.161, 1.659, -0.288], [-1.859, 0.671, -1.582], [-0.374, -1.234, -0.930], [-2.061, -0.150, 1.387], [-1.561, -1.837, 1.179], [-2.672, -1.090, 0.015], [0.476, 0.509, 1.442], [0.852, -1.192, 1.232], [1.664, 1.270, -0.514], [1.964, -0.442, -1.069], [2.784, 1.146, 0.182]], "forces_ev_per_a": [[-0.04, 0.04, -0.03], [-0.10, -0.07, -0.01], [-0.11, -0.04, 0.03], [-0.08, -0.11, 0.01], [-1.96, 1.29, -1.58], [-0.13, 2.34, -0.73], [-0.16, -0.09, 0.10], [0.03, -0.12, -0.07], [0.09, 0.02, 0.09], [-0.08, 0.08, 0.10], [0.03, -0.09, -0.10], [-0.04, 0.12, -0.07], [0.06, 0.01, 0.09], [-0.10, -0.12, -0.13], [0.00, 0.08, -0.20], [-0.90, -2.29, -0.07], [-0.21, -0.33, 0.08], [3.69, -0.72, 2.48]], "gap_ev": 11.06, "spin_multiplicity": 1, "e_homo_ev": -10.2, "energy_ev": -7425.24268}

Values for energy above the lowest of the compared OMol25 structures with the same formula, charge and spin, kJ/mol, ordered as above
173.6 344.8 43.4 236.5 168.0 484.2 64.1 199.6